The following is a quantum chemistry calculation of a 10-piece molecular cluster, C43H56F24N2O13 overall in a non-equilibrium geometry, from OMol25.

The geometry in XYZ format:
```
138
Properties=species:S:1:pos:R:3:forces:R:3
C -0.222 -1.874 5.391 1.289 -0.998 1.010
C -0.315 -2.150 3.904 0.616 2.721 0.980
C 1.111 -2.470 3.300 -1.052 0.805 -3.474
F 2.051 -1.559 3.580 -0.042 0.544 1.071
F 1.661 -3.671 3.457 -0.458 -0.916 1.188
F -1.317 -2.926 3.539 0.123 -3.433 0.627
F -0.834 -1.027 3.352 1.716 2.055 -0.693
O 0.768 -0.823 5.796 -2.612 -0.083 0.714
C 0.206 0.240 6.551 -1.629 -0.905 -1.214
C -0.423 -0.049 7.989 0.539 -1.515 0.511
F -0.737 1.009 8.725 -0.098 1.804 -0.545
F -1.563 -0.771 7.910 -0.204 -0.375 -0.773
F 1.163 1.090 6.722 1.753 1.060 0.520
F -0.733 0.880 5.774 -0.034 -0.530 0.496
H 0.263 -2.793 5.721 -0.287 -0.142 0.773
H -1.219 -1.786 5.823 0.235 0.340 0.032
H 0.951 -2.350 2.229 -0.254 -0.140 -0.372
H 0.253 -0.578 8.660 0.559 -0.552 -0.703
C -0.581 0.963 1.333 1.394 -0.874 -0.491
C -2.042 1.209 1.586 -1.122 0.980 -1.098
C -2.881 1.570 0.229 2.699 1.349 0.700
F -2.782 0.655 -0.684 0.307 -3.921 -1.784
F -4.183 1.753 0.356 -1.562 0.791 1.323
F -2.660 0.222 2.217 -0.483 -1.488 -0.283
F -2.127 2.214 2.464 -0.044 1.585 0.007
O -0.496 -0.243 0.568 0.925 -1.725 -1.793
C 0.290 -0.266 -0.624 -1.987 0.411 1.104
C 0.106 -1.474 -1.513 -2.199 -2.598 -0.117
F 0.511 -1.387 -2.823 -0.288 1.050 1.375
F 0.761 -2.531 -1.025 1.625 -0.624 0.919
F -0.080 0.789 -1.328 -0.082 1.661 -1.216
F 1.548 -0.218 -0.375 2.827 0.840 1.059
H -0.015 0.783 2.246 -0.506 0.200 0.287
H -0.033 1.777 0.858 -0.536 0.304 -0.177
H -2.400 2.350 -0.360 -0.039 1.567 1.236
H -0.899 -1.869 -1.367 -0.762 0.939 -1.128
C -0.944 -3.382 -6.435 -0.354 2.327 -1.045
C 0.472 -3.965 -6.512 -2.865 0.836 -1.340
C 1.483 -3.325 -5.652 -1.313 0.730 2.136
F 2.581 -4.026 -5.665 1.931 -0.748 -0.168
F 1.716 -2.041 -5.994 0.108 0.244 -0.651
F 0.266 -5.217 -6.200 0.640 -2.692 1.347
F 0.867 -3.970 -7.773 0.659 0.528 -1.770
O -1.443 -3.581 -5.161 -2.065 0.112 3.150
C -2.330 -2.595 -4.567 2.710 -1.701 -2.572
C -3.037 -3.164 -3.410 -1.896 -2.201 0.176
F -2.191 -3.606 -2.485 0.496 0.122 0.529
F -3.936 -2.317 -2.843 0.551 0.495 -0.127
F -1.565 -1.604 -4.185 0.156 1.921 -0.041
F -3.235 -2.231 -5.483 -0.173 0.692 -0.097
H -1.638 -3.794 -7.167 0.520 -0.618 -0.232
H -0.953 -2.315 -6.656 0.446 0.247 -0.118
H 1.054 -3.304 -4.651 0.203 -0.018 0.395
H -3.615 -3.994 -3.816 -0.064 -0.322 0.257
O -7.857 2.861 -4.706 0.721 0.583 1.793
C -7.446 3.258 -3.559 -1.159 -0.381 -0.068
O -7.860 4.356 -3.030 -0.392 -0.654 -1.067
C -7.053 4.690 -1.868 1.942 0.321 0.827
C -6.268 3.442 -1.540 0.576 -0.318 1.249
C -6.523 2.458 -2.632 0.604 -0.478 -1.449
H -7.569 5.060 -0.982 -0.766 0.129 -0.785
H -6.326 5.410 -2.246 -0.502 0.448 0.148
H -6.505 2.968 -0.587 -0.174 0.356 0.048
H -5.192 3.616 -1.548 -0.148 0.358 0.321
H -6.917 1.499 -2.296 -0.360 0.075 -0.450
H -5.562 2.292 -3.119 -0.296 -0.455 -0.560
O -7.670 -3.680 4.067 0.096 -0.102 -0.564
C -7.139 -2.722 3.585 -0.601 -1.005 2.505
O -7.895 -1.657 3.214 -0.581 0.345 -0.389
C -7.098 -0.621 2.688 1.492 -0.107 0.038
C -5.697 -0.976 3.211 1.939 1.306 -0.677
C -5.651 -2.451 3.518 -1.351 0.351 -1.569
H -7.351 0.405 2.953 -0.639 -0.332 0.692
H -7.145 -0.609 1.599 0.035 -0.450 -0.215
H -5.364 -0.371 4.055 -0.464 0.029 0.193
H -4.958 -0.755 2.441 0.039 0.190 -0.044
H -5.022 -2.805 4.335 -0.523 0.058 -0.015
H -5.399 -2.966 2.591 0.576 -0.286 0.049
O 4.972 3.866 0.799 0.170 -2.044 0.057
C 5.116 2.683 1.074 -0.191 2.085 -1.140
O 5.600 2.354 2.275 0.847 -2.005 0.944
C 5.619 0.888 2.456 -0.715 -0.116 -0.784
C 5.236 0.249 1.112 -0.020 1.192 -0.543
C 4.691 1.443 0.287 -0.357 0.003 1.015
H 4.876 0.634 3.211 0.233 0.196 0.203
H 6.580 0.404 2.633 0.282 1.140 0.950
H 4.537 -0.571 1.276 0.047 0.033 -0.306
H 6.169 -0.097 0.668 -0.266 -0.307 -0.268
H 3.616 1.546 0.437 -0.336 -0.360 -0.285
H 4.878 1.437 -0.787 0.195 0.220 0.327
O 3.521 1.006 -2.794 -0.229 0.829 0.227
C 4.321 0.257 -3.248 1.366 -1.965 0.345
O 5.619 0.145 -2.753 -1.214 1.186 0.202
C 6.456 -0.872 -3.414 -3.328 1.477 1.445
C 5.348 -1.740 -4.054 0.490 -0.493 -1.659
C 4.074 -0.844 -4.293 2.225 1.187 1.186
H 6.896 -1.335 -2.531 0.813 -0.173 -0.742
H 7.048 -0.219 -4.056 0.586 -1.047 -0.225
H 5.183 -2.672 -3.514 -0.190 0.245 0.209
H 5.814 -2.025 -4.997 -0.565 -0.448 -0.298
H 3.042 -1.163 -4.151 0.449 -0.508 -0.256
H 4.222 -0.288 -5.219 -0.441 -0.357 -0.401
O -1.903 5.953 -5.838 0.905 -0.418 1.333
C -1.575 5.651 -4.703 -0.902 0.885 -2.273
O -0.629 4.804 -4.387 2.319 -1.665 -1.849
C -0.561 4.449 -3.021 0.301 0.081 0.060
C -1.899 4.819 -2.551 -2.133 1.840 1.577
C -2.276 6.007 -3.482 -1.424 -0.221 1.779
H 0.207 5.066 -2.555 0.198 -0.315 0.088
H -0.403 3.381 -2.870 0.581 0.133 -0.456
H -1.870 5.246 -1.549 -0.027 -0.450 0.284
H -2.635 4.015 -2.544 0.069 -0.169 -0.298
H -1.979 6.912 -2.952 0.236 0.231 -0.608
H -3.323 6.107 -3.770 -0.098 0.005 0.414
C 1.737 4.298 6.239 -0.222 -0.359 -0.263
C 3.159 4.299 5.648 0.144 1.625 1.190
C 3.655 2.989 5.179 -1.037 -2.288 -1.626
C 2.875 2.621 3.963 -2.901 -1.569 -2.749
N 2.159 2.287 3.076 2.669 1.222 2.994
H 1.411 5.267 6.618 0.265 0.208 -0.376
H 1.622 3.648 7.107 0.409 -0.259 -0.007
H 1.000 3.942 5.519 -0.059 0.112 -0.145
H 3.803 4.629 6.464 0.284 0.215 -0.146
H 3.272 4.992 4.814 -0.192 0.335 0.225
H 3.401 2.203 5.891 0.190 -0.132 0.182
H 4.671 2.804 4.829 0.400 0.839 0.555
C 3.299 -4.162 -0.911 0.682 -0.116 -0.851
C 4.805 -4.458 -0.539 -2.800 2.289 -0.499
C 5.032 -5.914 -0.592 1.736 -1.226 -0.933
C 5.433 -6.415 -1.947 -1.402 1.225 2.609
N 5.773 -6.744 -2.974 0.693 -0.718 -2.086
H 3.201 -3.230 -1.468 -0.050 0.440 0.663
H 2.619 -4.228 -0.062 0.113 0.221 -0.016
H 2.930 -4.850 -1.672 0.109 -0.524 0.093
H 4.897 -4.028 0.459 0.513 -0.351 0.104
H 5.390 -3.837 -1.217 0.455 -0.439 0.068
H 4.140 -6.444 -0.256 0.372 -0.250 0.237
H 5.943 -6.121 -0.031 -0.329 -0.530 0.617
```
Positions in Å, forces in eV/Å.

Values from the calculation:
net charge: +1
orbital gap (alpha / beta): 6.182 / 1.721 eV
2S+1: 2
highest occupied orbital energy (alpha / beta): -11.120 / -11.120 eV
molar mass: 1264.874 g/mol
largest force on an atom: 4.3 eV/Å